*A*
DFT (the ωB97M-V functional and the def2-TZVPD basis) results for a gas-phase ion, C4H9N4O3 (charge +1).

Summary:
HOMO energy (alpha / beta) = -14.21 / -14.85 eV
Net charge = +1
E_LUMO (alpha / beta) = -7.05 / -5.95 eV
Frontier orbital gap (alpha / beta) = 0.2631 / 0.3272 Ha

```
20
C4H9N4O3 (the ωB97M-V functional and the def2-TZVPD basis)
C -2.49743 -1.18688 0.44633
C 0.13514 0.58806 -0.64858
C 2.37206 0.76784 1.15348
C 2.36738 0.28147 -0.28579
N -1.81777 -1.89439 -0.36598
N -2.19874 0.02787 0.88985
N -1.02260 0.07091 -1.22423
N -1.14304 -1.30239 -1.45475
O 0.26002 1.74182 -0.35783
O -2.98960 1.04341 1.06656
O 1.11546 -0.37287 -0.62412
H -2.96163 -1.89579 1.10623
H 2.11995 1.80274 1.21318
H 1.63365 0.23769 1.69942
H 3.38692 0.68885 1.56033
H 3.07980 -0.48688 -0.61435
H 2.31895 1.19050 -0.82390
H -0.18594 -1.77982 -1.54501
H -1.56982 -1.41839 -2.51679
H -2.40275 1.89625 1.32593
```

*B*
DFT (the ωB97M-V functional and the def2-TZVPD basis) results for 2 unconnected molecules or ions with the total composition C4H9N4O3.

Summary:
HOMO energy = -14.27 eV
Net charge = +1
E_LUMO = -4.48 eV
Frontier orbital gap = 0.3599 Ha

```
20
C4H9N4O3 (the ωB97M-V functional and the def2-TZVPD basis)
C 0.61568 0.25965 1.14928
C 1.38196 1.21302 -0.76824
C 1.53391 -1.27918 -0.36211
C -2.89159 -0.44323 -0.40963
N -2.33022 0.59234 -0.26484
N 1.14300 0.04006 -0.00910
N 0.38018 1.54273 1.50299
N -2.75648 -1.85906 -0.39617
O -1.63251 -2.27899 -0.39561
O -1.90549 1.66040 -0.21320
O -3.78521 -2.52681 -0.44205
H 2.34724 1.74266 -0.64373
H 1.23315 0.93900 -1.86952
H 0.46866 1.80150 -0.54583
H 1.90799 -1.89593 0.43826
H 0.66629 -1.82672 -0.86068
H 2.09571 -1.21011 -1.27629
H 0.29338 -0.49468 1.84888
H 0.04935 1.83536 2.33056
H 1.18501 2.18798 1.18702
```

Most stable structure, least stable structure: *B*, *A*.

*A*
DFT (the ωB97M-V functional and the def2-TZVPD basis) results for a single C6H9NOS molecule.

Summary:
HOMO energy = -9.19 eV
E_LUMO = 0.32 eV
Frontier orbital gap = 0.3496 Ha
SMILES = [H]/N=C\CSC(=O)/C=C/C

```
18
C6H9NOS (the ωB97M-V functional and the def2-TZVPD basis)
C 3.04058 0.03846 0.53413
C -1.33572 0.75859 0.23553
C -2.15947 -0.20302 -0.07725
C 2.30029 -0.87926 -0.46515
C 0.14236 0.55823 0.12648
C -3.59836 -0.14260 0.01323
N 3.81117 0.91104 0.27460
O 0.97993 1.37907 0.32468
S 0.56777 -1.17815 -0.07957
H 2.70951 -0.25960 1.61454
H -1.76132 1.73243 0.54926
H -1.68432 -1.12496 -0.31916
H 2.45948 -0.47183 -1.57852
H 2.68996 -1.85353 -0.45234
H -3.98551 -1.15003 -0.36570
H -4.11758 0.13654 1.05538
H -3.99022 0.59511 -0.67728
H 3.93145 1.15349 -0.71285
```

*B*
DFT (the ωB97M-V functional and the def2-TZVPD basis) results for a molecular structure, C6H9NOS.

Summary:
HOMO energy = -9.12 eV
E_LUMO = 0.34 eV
Frontier orbital gap = 0.3475 Ha

```
18
C6H9NOS (the ωB97M-V functional and the def2-TZVPD basis)
C 0.67965 -1.65929 0.28464
C -0.31790 -1.53328 -0.42027
C 1.75313 -0.73492 0.59258
C 1.07814 0.67243 0.37723
C 0.19263 0.87617 -0.82134
C -1.18211 -0.59135 -0.95769
N -3.80144 -0.82031 0.11730
O -2.60798 1.32279 0.28006
S -2.46910 -0.10306 0.23991
H 2.12957 -0.80086 1.61172
H 2.58303 -0.88332 -0.10002
H 0.50373 0.90693 1.27444
H 1.89914 1.38782 0.29161
H -0.47201 1.72137 -0.73744
H 0.68839 0.78718 -1.77645
H -1.53463 -0.61342 -1.97814
H -3.71553 -1.81740 0.03389
H -1.75114 -0.46009 1.42606
```

*C*
DFT (the ωB97M-V functional and the def2-TZVPD basis) results for a single C6H9NOS molecule.

Summary:
HOMO energy = -9.17 eV
E_LUMO = 0.60 eV
Frontier orbital gap = 0.3589 Ha

```
18
C6H9NOS (the ωB97M-V functional and the def2-TZVPD basis)
C -1.62894 1.65081 0.13177
C 1.39725 1.63171 0.05020
C 1.64712 0.15710 -0.21359
C 0.38480 0.75912 -0.67000
C -0.44444 -2.27307 0.04400
C -0.75519 0.57003 0.25506
N -2.33405 2.55709 -0.02524
O -2.99631 -1.24391 0.46285
S -1.81138 -1.07948 -0.35340
H 1.22674 2.09144 0.96319
H 2.10128 2.19074 -0.58005
H 2.47414 -0.28943 -0.89888
H 1.64188 -0.32574 0.78498
H 0.22971 0.77882 -1.67893
H 0.35624 -1.96619 -0.50228
H -0.67919 -3.18315 -0.28413
H -0.19034 -2.32402 1.14023
H -0.61932 0.29814 1.37422
```

Most stable structure, least stable structure: *A*, *B*.

*A*
DFT (the ωB97M-V functional and the def2-TZVPD basis) results for a single CH2N4OS molecule.

Summary:
HOMO energy = -8.64 eV
E_LUMO = -0.49 eV
Frontier orbital gap = 0.2997 Ha
SMILES = S/N=c1\nn[nH]o1

```
9
CH2N4OS (the ωB97M-V functional and the def2-TZVPD basis)
C 0.33757 0.36299 0.10871
H 1.23714 -2.59965 1.49666
H -1.45806 3.28951 0.15733
N 0.67685 -0.73512 0.70437
N -0.22869 0.41516 -1.24643
N -1.01973 1.43118 -1.31321
N -1.23437 2.09600 -0.07929
O 0.05337 1.56615 0.73681
S 0.65063 -2.36547 0.33382
```

*B*
DFT (the ωB97M-V functional and the def2-TZVPD basis) results for a single CH2N4OS molecule.

Summary:
HOMO energy = -8.88 eV
E_LUMO = -0.56 eV
Frontier orbital gap = 0.3056 Ha
SMILES = On1[nH]nnc1=S

```
9
CH2N4OS (the ωB97M-V functional and the def2-TZVPD basis)
C 0.29825 -0.40813 0.07929
H 1.03061 1.74271 -0.08346
H -2.51962 0.87484 0.44596
N -0.44179 0.71502 0.15928
N -1.72473 0.34246 -0.09621
N -1.78111 -1.00378 -0.04336
N -0.58848 -1.46884 -0.02947
O 0.03589 1.96448 -0.08086
S 1.94783 -0.37366 -0.00770
```

Most stable structure, least stable structure: *B*, *A*.

*A*
DFT (the ωB97M-V functional and the def2-TZVPD basis) results for 2 unconnected molecules or ions with the total composition C6H9NO5.

Summary:
HOMO energy = -10.10 eV
E_LUMO = -1.64 eV
Frontier orbital gap = 0.3108 Ha

```
21
C6H9NO5 (the ωB97M-V functional and the def2-TZVPD basis)
C 1.33401 -0.36838 -1.46195
C 0.37842 -1.75859 -1.39373
C -0.53402 -1.13342 0.93812
C -1.22205 1.30926 0.99329
C 0.36961 0.39708 -0.50347
C 0.75231 -0.40760 0.74461
H 2.96766 0.52822 -3.29389
H 2.47970 -0.17713 -1.07472
H -0.29325 -1.66610 -2.43274
H 1.16500 -2.47208 -1.25178
H -0.86876 -1.88931 1.60397
H -2.50776 -0.11548 1.33824
H -0.52252 -0.10312 -0.82844
H 1.59808 -0.90656 0.49139
H 1.50431 1.14968 1.36830
N -1.57274 -0.08707 0.84283
O 1.37927 0.09829 -3.03596
O -0.71727 -1.88150 -0.29242
O -1.85449 2.03781 1.71320
O -0.14445 1.65843 0.06560
O 1.21408 0.34088 1.83441
```

*B*
DFT (the ωB97M-V functional and the def2-TZVPD basis) results for a single C6H9NO5 molecule.

Summary:
HOMO energy = -9.68 eV
E_LUMO = 0.61 eV
Frontier orbital gap = 0.3783 Ha
SMILES = OCC1=NO[C@H]2[C@H](O)[C@@H](O)O[C@@H]12

```
21
C6H9NO5 (the ωB97M-V functional and the def2-TZVPD basis)
N 1.63232 0.02974 1.44912
O -0.49259 -0.15295 3.76626
O -1.05950 -1.18288 -2.62958
O -1.15663 -0.43340 -0.40207
O 1.11866 1.03117 -2.82436
O 1.91719 0.77679 0.26883
C 0.33977 -0.18846 1.51200
C -0.25851 -0.98829 2.61706
C -0.85307 -0.08005 -1.75311
C -0.37652 0.48091 0.37694
C 0.64154 0.26385 -1.71852
C 0.73978 1.07387 -0.45764
H 0.30646 0.13741 4.23630
H -1.91107 -1.61309 -2.40198
H 0.84057 0.63618 -3.67396
H 0.38416 -1.80056 2.90871
H -1.18990 -1.49830 2.29644
H -1.47575 0.77346 -2.05711
H -1.02574 1.31496 0.77405
H 1.19605 -0.70626 -1.59880
H 0.68278 2.12592 -0.68859
```

Most stable structure, least stable structure: *B*, *A*.